{
  "formula": "C30H35CrN8O4",
  "method": "the ωB97M-V functional and the def2-TZVPD basis",
  "species": ["Cr", "O", "O", "O", "O", "N", "N", "N", "N", "N", "N", "N", "N", "C", "C", "C", "C", "C", "C", "C", "C", "C", "C", "C", "C", "C", "C", "C", "C", "C", "C", "C", "C", "C", "C", "C", "C", "C", "C", "C", "C", "C", "C", "H", "H", "H", "H", "H", "H", "H", "H", "H", "H", "H", "H", "H", "H", "H", "H", "H", "H", "H", "H", "H", "H", "H", "H", "H", "H", "H", "H", "H", "H", "H", "H", "H", "H", "H"],
  "positions_angstrom": [[0.41464, 0.50642, -0.16930], [1.73111, 0.28002, 1.18001], [-4.27461, -1.26789, 6.66967], [-0.50009, -1.15939, -1.09053], [-1.25393, -1.56772, -3.14863], [0.56018, 2.78393, 5.95365], [-0.97181, -1.44957, 1.72027], [-0.51553, 1.47536, 1.32001], [-0.53168, 2.83958, 6.56266], [-0.60773, 1.65465, -1.58607], [2.10435, 0.11035, -1.61214], [-2.48754, -2.99637, 3.58471], [-1.81576, 2.49225, -3.23802], [-2.40506, -1.30927, 1.81088], [-1.47862, 1.81226, 6.51703], [0.54326, 5.17870, -1.24854], [-2.10794, 2.84843, 2.44494], [-3.42624, -0.20443, 6.65914], [-5.65059, -1.00352, 6.89909], [1.89857, -0.56309, -2.91114], [0.24834, 1.51724, 2.45453], [-0.20547, 5.70248, -2.31102], [-3.09692, -2.59103, 2.28061], [-0.12259, 2.20798, 3.62854], [-2.07684, -0.51862, 6.51438], [-0.36783, -1.93634, 2.93519], [-1.69249, 2.08865, 1.35741], [1.08825, -1.84853, -2.73750], [-1.09981, 3.55968, -2.73118], [-1.04062, 4.90616, -3.06917], [-1.01388, -3.23268, 3.44260], [1.50099, 0.85102, 2.32783], [-3.79326, 1.12899, 6.78352], [-0.34916, -1.51672, -2.31885], [-2.82142, 2.11728, 6.74360], [0.79710, 2.18635, 4.73780], [-1.49040, 1.39350, -2.52202], [2.05253, 1.59778, 4.55201], [0.49147, 3.83844, -0.92116], [-1.11794, 0.46047, 6.41167], [-0.34121, 3.02001, -1.68243], [2.39650, 0.91669, 3.39614], [-1.31873, 2.94230, 3.57280], [-2.78896, -1.03971, 0.82735], [-1.61668, 3.59155, 4.38154], [-6.14464, -1.97103, 6.89793], [-0.46711, -1.16206, 3.70721], [2.70294, -0.47674, -1.03717], [1.05912, -2.38523, -3.68341], [-2.31983, 1.98454, 0.48070], [-5.80549, -0.51078, 7.86101], [-0.07539, 0.19355, 6.30004], [1.36637, 0.11488, -3.58132], [2.73867, 1.63435, 5.38837], [-1.90243, 0.41302, -2.72536], [3.36220, 0.43856, 3.30214], [-3.09590, 3.15788, 6.85944], [-4.16634, -2.43868, 2.42129], [-2.93822, -3.39815, 1.56618], [-0.13015, 6.75755, -2.53566], [1.06601, 3.43190, -0.09721], [-2.63267, -2.23332, 4.25217], [1.55027, -2.47623, -1.97172], [-2.95023, -3.82617, 3.95305], [-0.60166, -3.52933, 4.40673], [-0.68386, -1.94048, 0.87870], [-2.64056, -0.49525, 2.50967], [0.69627, -2.10425, 2.77382], [-2.45600, 2.51268, -4.01253], [-4.82621, 1.41680, 6.92063], [-1.79419, -1.56448, 6.53886], [1.17581, 5.84242, -0.67486], [-1.62197, 5.31307, -3.88570], [2.86280, -0.80520, -3.36725], [-6.07285, -0.38934, 6.09963], [2.60844, 0.97948, -1.75711], [-0.87067, -4.04243, 2.72786], [-3.04835, 3.37982, 2.40029]],
  "forces_ev_per_a": [[-0.06, -0.14, -1.57], [1.14, -0.53, 1.02], [-0.05, -0.04, -0.04], [-0.18, -0.43, 0.18], [0.07, 0.08, 0.01], [-0.35, 1.79, 0.53], [0.00, -0.18, 0.06], [-0.92, 0.86, 1.14], [1.07, -0.23, 0.67], [-0.22, 0.43, -0.27], [-0.15, 0.02, 0.07], [0.02, -0.13, 0.00], [-0.03, -0.02, 0.02], [0.17, -0.13, -0.09], [-0.89, -0.58, -0.78], [0.07, -0.04, 0.05], [-0.03, 0.28, 0.74], [0.19, 0.13, -0.04], [-0.10, -0.02, -0.05], [-0.03, -0.24, 0.03], [-0.01, 0.20, 0.08], [-0.05, 0.02, -0.02], [-0.18, 0.40, -0.44], [0.37, -0.15, 0.39], [0.00, -0.31, -0.08], [-0.17, -0.11, -0.07], [0.39, -0.38, -0.42], [-0.27, 0.24, 0.04], [0.26, 0.02, 0.26], [-0.06, 0.01, -0.06], [0.59, 0.24, 0.00], [0.35, -0.05, -0.06], [-0.26, -0.03, 0.00], [0.06, -0.29, -0.04], [0.38, 0.09, -0.19], [0.19, -1.38, -0.97], [-0.05, -0.07, -0.05], [-0.74, 0.31, 0.43], [-0.01, -0.05, 0.00], [0.14, 0.39, 0.03], [-0.22, 0.21, -0.28], [-0.11, -0.26, -0.50], [-0.41, -0.09, -0.46], [-0.06, 0.02, 0.02], [-0.01, -0.04, 0.14], [-0.01, 0.02, 0.06], [0.04, -0.02, 0.06], [0.06, 0.11, 0.08], [0.04, -0.03, 0.01], [0.08, 0.11, -0.08], [0.01, -0.03, -0.01], [0.01, -0.02, 0.02], [0.03, 0.04, 0.04], [0.06, 0.06, -0.02], [0.06, -0.06, 0.00], [0.02, 0.03, -0.03], [-0.04, 0.00, 0.05], [0.01, -0.08, 0.13], [0.03, -0.06, 0.09], [-0.01, 0.00, -0.02], [0.03, 0.03, 0.00], [-0.05, 0.00, 0.22], [0.05, -0.02, -0.04], [-0.02, 0.04, 0.08], [-0.17, -0.02, 0.05], [0.01, 0.14, -0.09], [-0.04, 0.02, -0.01], [0.01, 0.01, 0.04], [-0.01, -0.05, -0.01], [0.01, -0.03, 0.03], [0.04, -0.08, -0.03], [0.01, 0.00, 0.00], [0.01, 0.02, 0.00], [-0.06, 0.07, -0.06], [0.02, 0.04, 0.02], [0.06, -0.02, 0.04], [-0.14, -0.02, 0.01], [0.00, 0.01, -0.08]],
  "mulliken_charge": [0.210, -0.062, -0.445, -0.316, -0.715, -0.397, 0.401, 0.598, -0.585, 0.802, -0.450, 0.174, -0.055, -0.631, -0.399, -0.910, -1.397, 0.438, -0.941, -0.670, -0.193, -0.496, -0.962, 0.782, -0.174, -0.618, -0.598, -0.685, 0.946, -1.081, -0.950, 1.060, -0.649, 0.384, -0.598, -0.371, -0.976, -0.293, -0.584, -0.056, 0.183, -1.070, -0.575, 0.320, 0.675, 0.242, 0.099, 0.273, 0.378, 0.549, 0.373, 0.473, 0.324, 0.488, 0.569, 0.521, 0.488, 0.462, 0.397, 0.404, 0.401, -0.077, 0.317, 0.382, 0.456, 0.233, 0.342, 0.552, 0.244, 0.469, 0.824, 0.432, 0.431, 0.411, 0.367, 0.201, 0.422, 0.481],
  "energy_ha": -2947.5311,
  "homo_energy_ev": [-8.77, -9.25],
  "total_charge": 1,
  "lumo_ha": [-0.0965, -0.0994],
  "spin_multiplicity": 5,
  "e_above_lowest_ev": 0.496
}